C55H39Cl2LuN4O6 | ωB97M-V/def2-TZVPD

Properties
Multiplicity   1
E_HOMO   -6.8369 eV
M   1097.81 g mol⁻¹
LUMO   -1.03 eV
Kohn-Sham gap   5.80 eV

Geometry (Å):
1 Lu 0.377 0.039 0.019
2 C 1.518 9.899 0.602
3 O 0.436 9.252 -0.038
4 C 0.396 7.894 0.017
5 C -0.675 7.290 -0.641
6 C -0.796 5.915 -0.647
7 C 0.137 5.107 0.005
8 C 1.192 5.722 0.661
9 C 1.335 7.107 0.672
10 C 0.005 3.621 -0.011
11 C 0.169 2.973 -1.242
12 C 0.564 3.603 -2.475
13 C 0.580 2.639 -3.429
14 C 0.184 1.406 -2.797
15 N -0.050 1.642 -1.469
16 C 0.021 0.177 -3.458
17 C -0.404 -1.029 -2.887
18 C -0.911 -2.152 -3.640
19 C -1.427 -3.027 -2.746
20 C -1.217 -2.467 -1.431
21 C -1.618 -3.073 -0.236
22 C -2.553 -4.236 -0.340
23 C -3.881 -4.005 -0.674
24 C -4.828 -5.022 -0.639
25 C -4.442 -6.302 -0.256
26 O -5.292 -7.360 -0.154
27 C -6.675 -7.100 -0.306
28 C -3.107 -6.560 0.039
29 C -2.180 -5.536 -0.002
30 C -1.412 -2.534 1.043
31 N -0.945 -1.280 1.314
32 C -1.197 -1.033 2.639
33 C -1.219 0.221 3.254
34 C -1.843 0.289 4.612
35 C -1.070 0.441 5.762
36 C -1.654 0.488 7.013
37 C -3.038 0.390 7.140
38 O -3.526 0.443 8.409
39 C -4.930 0.359 8.569
40 C -3.826 0.246 6.003
41 C -3.219 0.194 4.753
42 C -0.888 1.451 2.662
43 C -1.051 2.731 3.309
44 C -0.696 3.680 2.410
45 C -0.326 2.994 1.198
46 N -0.435 1.646 1.392
47 C -1.696 -2.240 3.256
48 C -1.844 -3.157 2.274
49 N -0.568 -1.274 -1.551
50 C 0.300 0.154 -4.926
51 C -0.540 0.787 -5.837
52 C -0.230 0.818 -7.188
53 C 0.938 0.218 -7.639
54 O 1.257 0.235 -8.977
55 C 1.796 1.476 -9.415
56 C 1.775 -0.437 -6.749
57 C 1.450 -0.470 -5.400
58 H 1.368 10.964 0.449
59 H 2.474 9.602 0.164
60 H 1.531 9.688 1.675
61 H -1.401 7.920 -1.137
62 H -1.631 5.451 -1.158
63 H 1.926 5.111 1.174
64 H 2.177 7.549 1.184
65 H 0.804 4.647 -2.591
66 H 0.835 2.754 -4.470
67 H -0.890 -2.238 -4.715
68 H -1.902 -3.975 -2.941
69 H -4.185 -3.004 -0.957
70 H -5.852 -4.801 -0.903
71 H -7.186 -8.029 -0.068
72 H -6.916 -6.809 -1.331
73 H -7.008 -6.318 0.381
74 H -2.820 -7.568 0.307
75 H -1.143 -5.748 0.230
76 H 0.007 0.519 5.672
77 H -1.059 0.596 7.910
78 H -5.117 0.420 9.637
79 H -5.317 -0.589 8.188
80 H -5.436 1.187 8.066
81 H -4.901 0.171 6.073
82 H -3.833 0.077 3.868
83 H -1.405 2.877 4.316
84 H -0.703 4.750 2.542
85 H -1.919 -2.355 4.305
86 H -2.217 -4.164 2.364
87 H -1.451 1.254 -5.480
88 H -0.890 1.298 -7.900
89 H 1.963 1.388 -10.485
90 H 2.745 1.685 -8.913
91 H 1.102 2.299 -9.222
92 H 2.672 -0.912 -7.123
93 H 2.100 -0.977 -4.696
94 Cl 7.888 -0.155 1.702
95 C 6.153 -0.154 1.552
96 C 5.371 -0.126 2.717
97 C 4.005 -0.133 2.635
98 Cl 3.045 -0.091 4.074
99 C 3.331 -0.168 1.380
100 O 2.054 -0.194 1.313
101 C 4.154 -0.180 0.229
102 C 3.553 -0.195 -1.077
103 O 2.349 -0.142 -1.327
104 C 5.558 -0.178 0.325
105 H 5.853 -0.095 3.685
106 H 4.252 -0.255 -1.927
107 H 6.156 -0.190 -0.578

Forces on atoms 1 to 6 (eV/Å):
0.5 -0.3 0.3
0.0 0.0 0.0
0.0 0.0 0.0
0.0 0.0 0.0
0.0 0.0 0.0
0.0 0.0 0.0

---

C6H8NO8 | ωB97M-V/def2-TZVPD

Properties
Total charge   -1
Energy relative to the best compared isomer or geometry (same formula, charge and spin)   157.1 kJ/mol
Multiplicity   1
E_HOMO   -2.8799 eV
M   222.13 g mol⁻¹
LUMO   3.41 eV
Kohn-Sham gap   6.29 eV

Geometry (Å):
1 C 1.586 -0.992 -0.444
2 C 0.561 -0.770 3.033
3 C 1.589 0.488 -0.477
4 C -0.343 -1.078 0.807
5 C 0.106 0.936 -0.776
6 C -0.899 0.276 0.249
7 N 0.628 -1.624 0.065
8 O -0.333 -0.887 3.761
9 O 0.735 -2.952 0.058
10 O 1.647 -0.552 2.676
11 O -1.366 -2.050 0.999
12 O -0.136 2.327 -0.783
13 O -0.163 0.466 -2.048
14 O -2.139 0.143 -0.342
15 O -1.026 1.253 1.283
16 H 2.234 -1.593 -0.939
17 H 1.980 0.699 0.571
18 H 2.297 0.874 -1.201
19 H -0.782 -2.795 0.964
20 H 0.013 2.590 0.126
21 H -1.062 0.599 -2.233
22 H -2.380 -0.703 -0.152
23 H -1.883 1.001 1.691

Forces on atoms 1 to 6 (eV/Å):
0.4 2.8 -1.1
0.2 0.3 -1.2
-0.7 -0.2 1.6
-3.0 1.9 1.3
0.3 -0.3 0.4
2.0 -0.1 0.6

---

CH4N2O3P | ωB97M-V/def2-TZVPD

Properties
Total charge   -1
Energy relative to the best compared isomer or geometry (same formula, charge and spin)   458.8 kJ/mol
Multiplicity   1
E_HOMO   -4.2870 eV
M   123.03 g mol⁻¹
LUMO   3.95 eV
Kohn-Sham gap   8.23 eV

Geometry (Å):
1 C 1.170 -1.048 -0.063
2 N 0.447 1.495 -0.266
3 N -0.693 1.129 -0.925
4 O -1.230 -0.208 1.360
5 O -2.959 -0.381 -0.442
6 O 0.303 -1.352 -0.850
7 P -1.656 0.191 -0.033
8 H 1.064 -1.240 1.015
9 H 0.398 2.011 0.652
10 H 2.234 -1.065 -0.469
11 H 0.923 0.470 0.021

Forces on atoms 1 to 6 (eV/Å):
2.0 -2.0 -0.1
2.8 -1.3 1.0
-1.9 0.2 0.0
0.3 1.0 -0.9
0.3 0.8 -1.1
-1.3 -0.1 -0.6

---

C4H11Br2N3O2 | ωB97M-V/def2-TZVPD

Properties
Energy relative to the best compared isomer or geometry (same formula, charge and spin)   0.0 kJ/mol
Multiplicity   1
E_HOMO   -7.7152 eV
M   292.96 g mol⁻¹
LUMO   -2.45 eV
Kohn-Sham gap   5.27 eV

Geometry (Å):
1 C 1.422 -0.776 1.305
2 C 0.267 -1.651 -1.438
3 C 0.013 -0.593 0.878
4 C -0.266 1.737 1.039
5 N -0.535 0.579 1.468
6 N -2.552 1.020 -0.502
7 N -0.055 -0.503 -0.570
8 O -3.029 2.079 -0.389
9 O 0.614 2.085 -0.035
10 Br 2.511 0.754 -1.911
11 Br -3.981 -0.573 -0.227
12 H 1.928 0.134 1.064
13 H 1.247 -0.935 2.387
14 H 1.915 -1.694 0.862
15 H -0.450 -2.414 -1.054
16 H 0.182 -1.413 -2.504
17 H 1.269 -1.927 -1.310
18 H -0.584 -1.424 1.182
19 H -0.702 2.596 1.431
20 H 0.786 0.090 -0.766
21 H -0.957 -0.129 -0.794
22 H 0.957 2.958 -0.116

Forces on atoms 1 to 6 (eV/Å):
0.0 -1.8 1.0
-2.4 -1.2 0.7
0.1 -1.0 0.0
2.5 0.2 -1.9
-0.4 1.4 -0.5
-2.8 3.3 0.4

---

C11H12N2O9 | ωB97M-V/def2-TZVPD

Properties
Multiplicity   1
E_HOMO   -9.5585 eV
M   316.22 g mol⁻¹
LUMO   -0.39 eV
Kohn-Sham gap   9.17 eV
Structure (SMILES)   COC(=O)c1c([N+](=O)[O-])c(OC)c(OC)c(OC)c1[N+](=O)[O-]

Geometry (Å):
1 C 0.480 -0.180 -4.494
2 H 1.471 -0.621 -4.612
3 H -0.280 -0.907 -4.784
4 H 0.388 0.731 -5.079
5 O 0.284 0.203 -3.136
6 C 0.334 -0.781 -2.256
7 O 0.528 -1.941 -2.480
8 C 0.108 -0.264 -0.844
9 C 1.079 0.480 -0.194
10 C 0.939 0.842 1.167
11 C -0.222 0.436 1.848
12 C -1.275 -0.208 1.166
13 C -1.068 -0.584 -0.181
14 N -2.101 -1.278 -0.913
15 O -2.845 -2.008 -0.309
16 O -2.144 -1.066 -2.106
17 O -2.467 -0.486 1.683
18 C -2.976 0.186 2.822
19 H -2.628 -0.271 3.750
20 H -2.712 1.244 2.815
21 H -4.057 0.071 2.751
22 O -0.314 0.614 3.219
23 C 0.106 -0.530 3.950
24 H -0.032 -0.278 5.000
25 H -0.492 -1.411 3.697
26 H 1.159 -0.759 3.760
27 O 1.968 1.495 1.701
28 C 1.880 2.204 2.924
29 H 2.711 2.908 2.893
30 H 0.937 2.746 3.006
31 H 1.997 1.542 3.784
32 N 2.260 0.869 -0.932
33 O 2.754 1.942 -0.693
34 O 2.657 0.088 -1.768

Forces on atoms 1 to 6 (eV/Å):
0.1 -0.2 -0.3
-0.1 0.0 0.0
0.1 0.1 0.0
0.0 0.0 0.0
-0.1 0.3 0.2
0.0 -0.1 0.2

---

C58H170N27O11P9S | ωB97M-V/def2-TZVPD

Properties
Energy relative to the best compared isomer or geometry (same formula, charge and spin)   73.3 kJ/mol
Multiplicity   1
E_HOMO   -7.7154 eV
M   1733.01 g mol⁻¹
LUMO   0.30 eV
Kohn-Sham gap   8.02 eV
Structure (SMILES)   CN(C)P(=O)(N(C)C)N(C)C.CN(C)P(=O)(N(C)C)N(C)C.CN(C)P(=O)(N(C)C)N(C)C.CN(C)P(=O)(N(C)C)N(C)C.CN(C)P(=O)(N(C)C)N(C)C.CN(C)P(=O)(N(C)C)N(C)C.CN(C)P(=O)(N(C)C)N(C)C.CN(C)P(=O)(N(C)C)N(C)C.CN(C)P(=O)(N(C)C)N(C)C.O=S1(=O)CCCC1

Geometry (Å):
1 O -1.341 2.771 4.002
2 P -1.970 2.488 5.308
3 N -0.854 1.957 6.374
4 C -1.120 1.667 7.749
5 C 0.508 1.833 6.029
6 N -3.244 1.331 5.140
7 C -4.045 0.865 6.325
8 C -2.954 0.335 4.174
9 N -2.795 3.620 6.165
10 C -1.989 4.771 6.687
11 C -4.135 4.121 5.711
12 H -0.599 2.387 8.409
13 H -0.693 0.647 8.033
14 H -2.149 1.704 8.087
15 H 0.640 1.820 4.958
16 H 1.049 0.922 6.457
17 H 1.155 2.666 6.381
18 H -4.939 0.334 5.988
19 H -3.425 0.092 6.824
20 H -4.289 1.669 7.023
21 H -2.108 -0.419 4.358
22 H -3.911 -0.194 4.060
23 H -2.693 0.870 3.213
24 H -1.020 4.523 7.180
25 H -1.825 5.534 5.913
26 H -2.603 5.204 7.474
27 H -4.164 4.831 4.905
28 H -4.640 4.628 6.540
29 H -4.684 3.236 5.352
30 O 3.090 -4.595 -4.879
31 P 2.094 -4.359 -5.962
32 N 2.569 -3.023 -6.886
33 C 3.963 -2.674 -6.886
34 C 1.974 -2.741 -8.249
35 N 0.518 -3.920 -5.585
36 C 0.053 -2.599 -5.238
37 C -0.209 -5.074 -4.879
38 N 1.946 -5.715 -6.982
39 C 0.874 -5.889 -7.924
40 C 2.865 -6.856 -6.906
41 H 4.565 -2.950 -7.768
42 H 4.408 -3.057 -5.978
43 H 4.130 -1.538 -6.817
44 H 2.053 -1.693 -8.460
45 H 0.933 -3.101 -8.215
46 H 2.576 -3.318 -8.977
47 H -0.992 -2.381 -5.522
48 H 0.294 -2.365 -4.196
49 H 0.580 -1.834 -5.893
50 H 0.370 -5.921 -5.137
51 H -0.040 -4.826 -3.842
52 H -1.218 -5.026 -5.268
53 H 1.193 -5.610 -8.949
54 H 0.495 -6.918 -7.852
55 H 0.087 -5.186 -7.710
56 H 3.525 -6.733 -6.089
57 H 3.520 -6.979 -7.753
58 H 2.308 -7.785 -6.803
59 O -1.982 -1.379 0.359
60 P -2.834 -1.797 -0.781
61 N -2.208 -3.099 -1.560
62 C -1.119 -3.926 -0.971
63 C -2.669 -3.716 -2.828
64 N -3.206 -0.697 -1.967
65 C -4.134 0.473 -1.706
66 C -2.125 -0.501 -2.970
67 N -4.386 -2.095 -0.135
68 C -5.682 -2.562 -0.786
69 C -4.425 -2.481 1.251
70 H -1.017 -3.813 0.090
71 H -0.174 -3.632 -1.465
72 H -1.307 -4.952 -1.125
73 H -3.088 -4.714 -2.616
74 H -1.848 -3.775 -3.515
75 H -3.508 -3.083 -3.361
76 H -3.884 0.998 -0.804
77 H -4.047 1.223 -2.515
78 H -5.170 0.123 -1.705
79 H -1.566 -1.406 -2.995
80 H -2.458 -0.247 -3.982
81 H -1.317 0.179 -2.690
82 H -5.753 -2.450 -1.849
83 H -5.737 -3.626 -0.524
84 H -6.503 -1.974 -0.383
85 H -5.376 -2.112 1.646
86 H -3.682 -1.871 1.794
87 H -4.443 -3.572 1.442
88 O -0.570 -3.052 7.000
89 P -0.923 -3.851 5.836
90 N -0.612 -3.010 4.464
91 C -1.006 -3.436 3.134
92 C 0.088 -1.725 4.491
93 N -2.479 -4.462 5.668
94 C -3.397 -3.394 5.255
95 C -2.972 -4.996 6.921
96 N 0.068 -5.256 5.960
97 C 0.014 -6.207 4.869
98 C 1.028 -5.464 6.958
99 H -1.366 -2.636 2.553
100 H -1.814 -4.205 3.186
101 H -0.259 -3.881 2.522
102 H 1.103 -1.856 4.110
103 H 0.165 -1.314 5.511
104 H -0.452 -1.038 3.758
105 H -2.937 -2.926 4.376
106 H -4.360 -3.767 4.966
107 H -3.576 -2.665 6.061
108 H -2.336 -5.809 7.271
109 H -2.987 -4.248 7.685
110 H -3.947 -5.465 6.630
111 H -0.792 -5.981 4.185
112 H 0.959 -6.297 4.293
113 H -0.169 -7.224 5.281
114 H 0.737 -4.960 7.873
115 H 2.032 -5.038 6.682
116 H 1.029 -6.520 7.134
117 O 2.804 3.084 4.134
118 P 3.336 4.106 3.174
119 N 4.641 5.015 3.625
120 C 4.654 5.603 4.957
121 C 5.961 4.440 3.353
122 N 2.417 5.397 2.946
123 C 0.910 5.245 2.978
124 C 2.792 6.730 2.402
125 N 3.847 3.339 1.798
126 C 4.128 4.176 0.615
127 C 4.009 1.920 1.788
128 H 3.769 6.217 5.099
129 H 5.415 6.365 5.014
130 H 4.751 4.904 5.818
131 H 6.764 5.250 3.474
132 H 6.067 4.296 2.301
133 H 6.044 3.478 3.897
134 H 0.683 4.340 3.462
135 H 0.473 6.113 3.543
136 H 0.391 5.114 2.053
137 H 2.473 6.860 1.294
138 H 2.243 7.519 2.930
139 H 3.806 6.887 2.604
140 H 4.589 5.127 0.886
141 H 4.944 3.657 0.055
142 H 3.222 4.283 -0.022
143 H 3.524 1.574 2.686
144 H 5.040 1.602 1.861
145 H 3.616 1.359 0.952
146 O -2.566 -0.894 -6.651
147 P -2.521 0.472 -7.287
148 N -1.571 1.633 -6.643
149 C -0.362 1.263 -5.919
150 C -1.810 3.004 -6.468
151 N -3.966 1.352 -7.485
152 C -4.716 1.760 -6.268
153 C -4.857 1.010 -8.637
154 N -1.941 0.344 -8.849
155 C -2.089 -0.893 -9.552
156 C -1.375 1.403 -9.697
157 H 0.500 1.848 -6.216
158 H -0.228 0.201 -6.124
159 H -0.377 1.531 -4.775
160 H -0.846 3.536 -6.829
161 H -1.972 3.257 -5.392
162 H -2.689 3.269 -7.036
163 H -4.303 1.255 -5.435
164 H -4.727 2.851 -6.109
165 H -5.736 1.277 -6.449
166 H -4.271 1.068 -9.550
167 H -5.322 0.060 -8.509
168 H -5.582 1.774 -8.689
169 H -3.000 -1.045 -10.246
170 H -1.213 -0.956 -10.197
171 H -2.071 -1.824 -8.940
172 H -0.606 1.046 -10.334
173 H -1.054 2.221 -9.053
174 H -2.176 1.812 -10.304
175 O 3.057 -1.189 1.913
176 P 4.070 -1.936 2.707
177 N 3.819 -3.562 2.598
178 C 2.352 -3.920 2.621
179 C 4.704 -4.670 2.878
180 N 4.014 -1.395 4.259
181 C 4.806 -1.940 5.391
182 C 3.441 -0.050 4.530
183 N 5.694 -1.877 2.315
184 C 6.623 -0.890 2.766
185 C 6.170 -2.483 1.046
186 H 1.827 -3.140 2.079
187 H 1.892 -3.982 3.652
188 H 2.224 -4.897 2.238
189 H 4.262 -5.566 2.417
190 H 4.884 -4.911 3.925
191 H 5.703 -4.455 2.406
192 H 5.327 -1.188 5.920
193 H 4.095 -2.396 6.044
194 H 5.516 -2.659 5.055
195 H 4.163 0.735 4.287
196 H 2.461 0.085 4.105
197 H 3.347 0.062 5.617
198 H 7.511 -1.350 3.255
199 H 6.924 -0.255 1.958
200 H 6.108 -0.306 3.452
201 H 7.127 -2.970 1.181
202 H 6.324 -1.669 0.345
203 H 5.430 -3.264 0.786
204 O 5.582 -0.537 -4.671
205 P 4.849 -0.294 -3.445
206 N 3.459 0.764 -3.609
207 C 2.404 0.141 -4.460
208 C 3.740 2.210 -3.837
209 N 5.732 0.478 -2.260
210 C 5.244 0.969 -1.038
211 C 7.156 0.094 -2.309
212 N 4.199 -1.743 -2.860
213 C 3.155 -1.787 -1.856
214 C 5.063 -2.932 -2.919
215 H 2.066 -0.862 -4.246
216 H 2.714 0.088 -5.504
217 H 1.556 0.834 -4.564
218 H 3.761 2.516 -4.870
219 H 4.730 2.492 -3.545
220 H 3.038 2.907 -3.309
221 H 4.142 0.898 -1.029
222 H 5.544 0.259 -0.245
223 H 5.657 1.900 -0.683
224 H 7.700 0.937 -1.896
225 H 7.331 -0.740 -1.618
226 H 7.417 -0.286 -3.277
227 H 2.554 -2.676 -1.968
228 H 3.445 -1.786 -0.839
229 H 2.527 -0.898 -1.986
230 H 4.498 -3.873 -2.998
231 H 5.770 -3.047 -1.986
232 H 5.721 -2.868 -3.829
233 O -6.040 5.706 2.523
234 P -5.580 4.844 1.441
235 N -6.644 4.837 0.213
236 C -8.131 5.298 0.368
237 C -6.518 4.013 -0.968
238 N -5.299 3.356 2.203
239 C -6.164 3.001 3.314
240 C -4.791 2.151 1.554
241 N -4.146 5.251 0.810
242 C -2.807 4.897 1.406
243 C -4.099 6.263 -0.236
244 H -8.805 4.452 0.066
245 H -8.375 6.138 -0.288
246 H -8.346 5.651 1.369
247 H -6.531 4.604 -1.898
248 H -7.229 3.190 -1.122
249 H -5.568 3.521 -0.931
250 H -6.511 3.892 3.819
251 H -7.024 2.432 2.905
252 H -5.562 2.401 3.984
253 H -4.314 1.435 2.258
254 H -5.466 1.612 0.940
255 H -4.027 2.576 0.924
256 H -2.314 5.869 1.447
257 H -2.872 4.520 2.472
258 H -2.280 4.192 0.766
259 H -3.299 6.033 -0.976
260 H -3.931 7.182 0.328
261 H -5.040 6.281 -0.773
262 C 0.435 0.918 1.605
263 C -0.964 1.487 1.120
264 C -0.873 2.104 -0.293
265 S 0.703 1.528 -0.918
266 O 1.660 2.632 -0.769
267 O 0.579 0.864 -2.242
268 C 0.980 0.344 0.282
269 H 0.353 0.218 2.448
270 H 1.110 1.710 1.924
271 H -1.353 2.192 1.807
272 H -1.766 0.729 1.018
273 H -0.711 3.193 -0.376
274 H -1.585 1.836 -0.979
275 H 2.021 0.036 0.217
276 H 0.324 -0.519 -0.084

Forces on atoms 1 to 6 (eV/Å):
-0.2 0.2 0.0
-1.7 -1.3 -0.1
-0.5 -0.4 0.6
0.9 -0.9 1.7
2.8 -0.4 0.0
0.4 1.7 1.6